[1]
The following is a DFT calculation (ωB97M-V with the def2-TZVPD basis set) of C4H5NO2 as an isolated structure in a non-equilibrium geometry.

Last column: Löwdin charge in e.
Cartesian coordinates (Å):
1 O -0.884 1.621 2.206  0.166
2 C -0.691 0.880 1.362  0.019
3 C 1.035 0.092 0.755  -0.305
4 C 0.667 -1.245 0.349  -0.150
5 N 1.058 -0.099 -0.507  0.068
6 C -0.914 0.404 -1.596  -0.219
7 O -1.356 -0.603 -2.089  -0.009
8 H -1.076 0.639 -0.504  0.023
9 H 1.607 0.685 1.446  0.128
10 H -0.382 -1.550 0.325  0.095
11 H 1.401 -2.033 0.457  0.092
12 H -0.464 1.210 -2.204  0.092

As for the energy above the lowest of the compared OMol25 structures with the same formula, charge and spin: 4.983 eV. As for the HOMO energy: -9.52 eV. The lowest unoccupied orbital energy comes out at -0.531 eV. The orbital gap comes out at 0.3304 hartree.

---

[2]
The following is a DFT calculation (ωB97M-V with the def2-TZVPD basis set) of a 4-piece molecular cluster, C30H42INO5S overall in a non-equilibrium geometry.

Last column: Löwdin charge in e.
Cartesian coordinates (Å):
1 C 4.383 1.173 1.232  -0.150
2 C 4.928 1.305 -0.199  -0.299
3 C 3.979 0.915 -1.333  -0.661
4 I 2.101 1.907 -1.031  1.045
5 N 3.822 -0.513 -1.658  -0.074
6 C 5.008 -1.064 -2.237  -0.241
7 C 5.207 -0.856 -3.605  -0.009
8 C 6.354 -1.322 -4.229  -0.082
9 C 7.315 -2.023 -3.513  -0.084
10 C 7.115 -2.268 -2.160  -0.098
11 C 5.974 -1.776 -1.530  -0.449
12 S 5.734 -2.082 0.196  1.041
13 C 3.961 -2.116 0.227  -0.445
14 C 3.351 -2.933 1.167  -0.089
15 C 1.961 -3.013 1.224  -0.025
16 C 1.188 -2.291 0.313  -0.207
17 C -0.316 -2.419 0.378  -0.151
18 C -1.014 -1.329 1.192  -0.173
19 C -1.248 0.023 0.513  -0.178
20 C -1.773 -0.093 -0.905  -0.170
21 O -2.490 1.083 -1.333  -0.053
22 C -1.685 2.160 -1.560  -0.573
23 C -1.639 3.189 -0.470  0.025
24 O -1.087 2.273 -2.575  0.106
25 C 1.823 -1.481 -0.621  -0.003
26 C 3.212 -1.353 -0.672  -0.245
27 H 3.555 0.482 1.329  0.034
28 H 4.001 2.146 1.532  0.052
29 H 5.200 0.943 1.909  0.073
30 H 5.151 2.359 -0.365  0.098
31 H 5.876 0.793 -0.323  0.090
32 H 4.364 1.371 -2.237  0.071
33 H 4.464 -0.311 -4.164  0.119
34 H 6.493 -1.129 -5.281  0.100
35 H 8.202 -2.401 -3.995  0.101
36 H 7.818 -2.836 -1.574  0.100
37 H 3.935 -3.513 1.863  0.102
38 H 1.501 -3.650 1.963  0.112
39 H -0.531 -3.364 0.870  0.109
40 H -0.717 -2.499 -0.631  0.112
41 H -2.003 -1.713 1.451  0.112
42 H -0.497 -1.172 2.134  0.109
43 H -2.013 0.539 1.094  0.115
44 H -0.346 0.632 0.548  0.071
45 H -2.453 -0.928 -1.032  0.118
46 H -0.936 -0.233 -1.590  0.113
47 H -1.777 4.181 -0.876  0.093
48 H -0.668 3.088 0.008  0.055
49 H -2.383 2.965 0.289  0.072
50 H 1.222 -0.921 -1.323  0.076
51 C -5.382 1.423 -0.034  -0.023
52 C -5.507 2.602 0.891  -0.497
53 C -6.611 3.589 0.592  -0.023
54 O -4.760 2.760 1.832  0.056
55 H -4.555 0.799 0.293  0.072
56 H -6.298 0.830 -0.021  0.063
57 H -5.183 1.768 -1.050  0.092
58 H -7.579 3.087 0.630  0.085
59 H -6.473 4.014 -0.403  0.084
60 H -6.594 4.390 1.328  0.079
61 C -8.253 -2.126 -2.294  -0.022
62 C -7.064 -1.668 -1.487  -0.494
63 C -5.701 -1.862 -2.106  -0.014
64 O -7.193 -1.166 -0.394  0.055
65 H -9.167 -1.930 -1.738  0.082
66 H -8.289 -1.591 -3.244  0.086
67 H -8.179 -3.196 -2.495  0.085
68 H -5.636 -1.316 -3.049  0.091
69 H -5.525 -2.922 -2.299  0.087
70 H -4.937 -1.490 -1.427  0.066
71 C 2.565 1.171 5.547  -0.021
72 C 1.685 1.034 4.327  -0.497
73 C 0.406 1.837 4.315  -0.014
74 O 1.990 0.318 3.404  0.062
75 H 3.447 0.546 5.428  0.081
76 H 2.875 2.209 5.670  0.085
77 H 2.020 0.857 6.439  0.084
78 H 0.631 2.902 4.390  0.087
79 H -0.226 1.550 5.158  0.087
80 H -0.131 1.651 3.387  0.072

As for the HOMO energy: -7.75 eV. The lowest unoccupied orbital energy comes out at 0.638 eV. As for the SMILES: CC[C@H](I)N1c2ccccc2Sc2ccc(CCCCOC(C)=O)cc21.CC(C)=O.CC(C)=O.CC(C)=O. The orbital gap comes out at 0.3081 hartree.

---

[3]
The following is a DFT calculation (ωB97M-V with the def2-TZVPD basis set) of C33H57BrN2O2RhSi as an isolated structure in a non-equilibrium geometry.

Last column: Löwdin charge in e.
Cartesian coordinates (Å):
1 O -2.401 2.816 1.416  -0.118
2 O -3.891 3.276 -0.569  -0.244
3 C -3.271 2.353 2.555  -0.151
4 C -2.443 2.206 3.800  -0.038
5 H -3.689 1.412 2.194  0.116
6 H -4.061 3.101 2.660  0.124
7 H -1.628 1.482 3.674  0.097
8 H -3.106 1.847 4.594  0.102
9 H -2.023 3.165 4.120  0.084
10 C -1.804 4.193 1.610  -0.129
11 C -2.861 5.227 1.871  -0.057
12 H -1.250 4.356 0.684  0.132
13 H -1.113 4.059 2.443  0.125
14 H -3.676 5.220 1.132  0.074
15 H -2.362 6.197 1.821  0.103
16 H -3.288 5.132 2.875  0.087
17 C -3.304 3.761 -1.808  -0.210
18 C -5.264 2.816 -0.644  -0.216
19 C -3.339 5.268 -1.874  -0.052
20 H -3.885 3.318 -2.627  0.129
21 H -2.280 3.370 -1.849  0.122
22 H -4.378 5.627 -1.881  0.076
23 H -2.850 5.582 -2.805  0.095
24 H -2.805 5.733 -1.033  0.075
25 C -6.238 3.969 -0.696  -0.058
26 H -5.416 2.178 0.238  0.121
27 H -5.348 2.189 -1.544  0.124
28 H -6.017 4.739 0.054  0.086
29 H -7.236 3.575 -0.497  0.090
30 H -6.237 4.426 -1.693  0.081
31 H -2.997 2.889 0.550  0.102
32 N 0.493 -1.924 0.833  -0.034
33 C 0.678 -3.069 0.182  -0.329
34 C 0.644 -3.176 -1.220  -0.050
35 C 0.670 -2.144 -2.163  -0.338
36 C 0.871 -4.336 0.982  0.007
37 H -0.050 -4.613 1.520  0.100
38 H 1.697 -4.248 1.702  0.096
39 H 1.098 -5.149 0.283  0.085
40 C 0.552 -2.462 -3.631  0.004
41 H 1.462 -2.171 -4.173  0.102
42 H -0.311 -1.956 -4.097  0.081
43 H 0.418 -3.542 -3.738  0.084
44 N 0.805 -0.863 -1.800  -0.088
45 C 0.573 -1.828 2.263  -0.214
46 C -0.591 -1.983 3.050  -0.222
47 C -1.937 -2.248 2.453  -0.054
48 C -0.481 -1.959 4.442  -0.055
49 H -1.389 -2.093 5.035  0.116
50 C 0.758 -1.806 5.059  -0.070
51 H 0.829 -1.801 6.147  0.107
52 C 1.908 -1.675 4.283  -0.039
53 H 2.892 -1.574 4.747  0.117
54 C 1.834 -1.694 2.891  -0.224
55 C 3.094 -1.574 2.095  -0.049
56 C 1.515 0.089 -2.572  -0.268
57 C 0.855 0.968 -3.456  -0.223
58 C -0.628 0.937 -3.619  -0.058
59 C 1.629 1.816 -4.253  -0.049
60 H 1.112 2.458 -4.968  0.113
61 C 3.015 1.827 -4.156  -0.071
62 H 3.601 2.512 -4.779  0.109
63 C 3.662 0.965 -3.270  -0.035
64 H 4.746 0.940 -3.188  0.113
65 C 2.922 0.089 -2.476  -0.227
66 C 3.603 -0.868 -1.558  -0.037
67 Rh -0.485 -0.404 -0.269  0.934
68 H -2.635 -1.417 2.647  0.074
69 H -2.387 -3.149 2.905  0.102
70 H -1.876 -2.401 1.370  0.023
71 H 3.117 -2.270 1.248  0.071
72 H 3.950 -1.803 2.747  0.088
73 H 3.232 -0.554 1.712  0.061
74 H -1.001 1.926 -3.921  0.083
75 H -1.139 0.658 -2.684  0.026
76 H -0.931 0.230 -4.407  0.084
77 H 3.136 -0.868 -0.564  0.039
78 H 4.650 -0.570 -1.445  0.087
79 H 3.587 -1.897 -1.950  0.094
80 H 0.672 -4.184 -1.617  0.110
81 C -2.345 0.076 -0.231  -0.449
82 Si -3.269 -1.341 -1.071  0.409
83 H -2.608 0.219 0.831  -0.012
84 H -2.436 1.037 -0.758  -0.006
85 C -4.867 -1.401 -0.076  -0.178
86 C -2.682 -3.124 -1.184  -0.173
87 C -3.549 -0.772 -2.836  -0.177
88 H -3.680 0.316 -2.883  0.021
89 H -4.457 -1.242 -3.239  0.043
90 H -2.717 -1.051 -3.496  0.017
91 H -4.649 -1.512 0.993  0.023
92 H -5.483 -2.252 -0.388  0.035
93 H -5.439 -0.477 -0.220  0.018
94 H -2.204 -3.510 -0.276  0.015
95 H -1.983 -3.280 -2.017  0.023
96 H -3.557 -3.770 -1.373  0.050
97 Br 1.063 1.379 0.461  0.096

As for the energy above the lowest of the compared OMol25 structures with the same formula, charge and spin: 0.000 eV. Its total charge is +1. As for the HOMO energy (spin up / spin down): -9.60 / -9.98 eV. The lowest unoccupied orbital energy (spin up / spin down) comes out at -1.863 / -4.089 eV. As for the expectation value of S²: 6.02. The orbital gap (spin up / spin down) comes out at 0.2844 / 0.2165 hartree. Its multiplicity is 5.

---

[4]
The following is a DFT calculation (ωB97M-V with the def2-TZVPD basis set) of a 2-piece molecular cluster, C2H2Cl4 overall in a non-equilibrium geometry.

Last column: Löwdin charge in e.
Cartesian coordinates (Å):
1 C 0.215 0.111 0.334  -0.577
2 C -1.971 2.057 -0.299  -1.715
3 Cl 0.109 0.466 1.944  0.561
4 Cl -2.087 3.014 1.174  0.507
5 Cl -3.118 0.807 -0.366  0.582
6 Cl -1.816 3.035 -1.627  0.617
7 H -0.064 0.979 -0.355  -0.020
8 H -0.145 -0.951 0.030  0.045

As for the energy above the lowest of the compared OMol25 structures with the same formula, charge and spin: 3.684 eV. As for the HOMO energy (spin up / spin down): -8.91 / -8.53 eV. The lowest unoccupied orbital energy (spin up / spin down) comes out at -0.135 / -1.186 eV. The orbital gap (spin up / spin down) comes out at 0.3224 / 0.2699 hartree.